The following is a DFT calculation (ωB97M-V/def2-TZVPD) of a structure of composition C26H42Cl3IrN4O4Si in a non-equilibrium geometry.

ΔE to the lowest compared entry with this formula, charge and spin   115.8 kcal per mole
DFT total energy   -3310.11717 Eh
Multiplicity   5
HOMO energy (alpha / beta)   -5.28 / -6.76 eV
Kohn-Sham gap (alpha / beta)   0.2097 / 0.1592 Eh
Expectation value of S²   6.018

Last column: Löwdin spin population.
Positions of all 81 atoms, in Å:
C -1.8850 -2.6425 -5.3581  0.002
C -1.0217 -2.8447 -4.1496  0.000
H -1.3580 -3.0256 -6.2520  0.000
H -2.1968 -1.5964 -5.5014  0.001
H -2.8115 -3.2529 -5.2827  0.000
C -0.3452 -4.0461 -4.0967  0.001
C -0.3506 -5.1535 -5.1193  0.000
H 0.2229 -4.2809 -3.2128  0.000
H 0.2285 -4.9229 -6.0291  0.000
H -1.3445 -5.5122 -5.4402  0.000
H 0.1247 -6.0283 -4.6507  0.000
Ir -0.8072 1.2234 1.3749  2.056
Cl -2.8402 1.9156 2.4479  0.249
Cl 0.2745 1.8776 -1.6366  0.295
H 1.9534 5.4148 3.4582  0.000
H -0.8150 6.5903 3.3701  0.000
C 1.6716 5.2133 2.4134  0.000
C -0.5833 6.2947 2.3399  0.000
N 0.2193 5.0770 2.2969  0.000
H 2.1722 4.3066 2.0588  0.000
C -0.3863 3.9052 2.1902  0.018
O 0.2293 2.8398 1.8030  0.101
H -1.5199 6.0988 1.8101  0.000
H -1.4660 3.9095 2.4270  0.002
H 1.9562 6.0819 1.8116  0.000
H -0.0220 7.0872 1.8445  0.000
H 1.9279 -0.0624 -3.0467  0.000
H 3.0470 -2.8197 -2.5863  0.000
C 2.8755 0.0305 -2.4904  0.001
C 3.6370 -2.2551 -1.8617  0.000
N 2.9799 -1.0067 -1.4946  0.002
H 2.9161 1.0289 -2.0371  0.001
C 2.4581 -0.8118 -0.2494  0.005
O 1.8809 0.1753 0.1749  0.054
H 3.7668 -2.8638 -0.9655  0.000
H 2.6160 -1.7095 0.4145  0.000
H 3.6939 -0.1037 -3.2067  0.000
H 4.6081 -2.0418 -2.3085  0.000
O -0.2857 -0.3402 -3.3838  0.026
C -1.1255 -1.8010 -3.0738  0.002
C 0.4322 -2.7210 -1.2371  0.001
C -0.8516 -2.4507 -1.7018  0.005
H 1.2303 -2.4033 -1.8961  0.000
C 0.6521 -3.4334 -0.0475  0.001
H -2.1703 -1.4547 -2.9895  0.000
C -1.9209 -3.0039 -0.9885  0.004
H 1.6704 -3.6389 0.2875  0.000
C -0.4293 -3.8606 0.7139  0.000
C -1.7124 -3.6559 0.2294  0.003
H -2.9235 -2.9187 -1.4182  0.000
H -0.2845 -4.3399 1.6761  0.000
H -2.5718 -4.0039 0.7932  0.000
Si -0.2859 1.2792 -3.6961  0.131
Cl -1.9325 -0.4078 0.7440  0.271
C 1.2293 1.9843 -4.6572  0.010
C -0.9607 3.2636 -3.4754  0.394
C -1.6581 0.8397 -5.0019  0.123
H 2.1243 2.0560 -4.0198  0.000
H 1.1455 2.9970 -5.0745  0.001
H 1.5314 1.3622 -5.5023  0.004
H -1.2591 -0.1018 -5.3878  0.008
H -1.8611 1.5047 -5.8534  0.004
H -2.5758 0.6101 -4.4313  0.001
H -1.5882 3.4589 -2.5887  0.007
H -1.5349 3.6771 -4.3137  0.026
H -0.1120 3.9571 -3.3442  0.010
N -2.2882 -3.2371 5.6620  0.000
C -2.1730 -2.9113 4.3240  0.002
O -2.9423 -3.2694 3.4386  0.001
C -0.9635 -2.0435 4.0590  0.005
C 0.3778 -2.3349 4.3707  -0.003
C 1.3565 -1.4736 3.8658  0.004
C 0.9918 -0.3646 3.1136  0.016
N -0.3010 -0.0828 2.8991  0.126
C -1.2709 -0.8245 3.4772  0.018
H -3.1460 -3.6925 5.9371  0.000
H -1.8194 -2.6406 6.3442  0.000
H 0.6301 -3.2150 4.9683  0.000
H 2.4206 -1.6401 4.0247  0.001
H 1.6951 0.3195 2.6412  0.005
H -2.2800 -0.4125 3.4065  0.003

Forces on the atoms, in the same order (eV/Å):
-0.493 -0.124 -0.710
0.969 -1.482 -1.022
-0.321 0.439 0.222
0.158 -0.655 -0.045
0.391 0.316 0.060
-0.906 2.025 0.422
0.038 -0.466 0.055
0.125 0.117 0.253
-0.219 0.098 0.270
0.210 0.493 0.138
-0.047 0.235 -0.261
0.704 1.449 -0.787
-1.120 1.083 1.024
-0.272 -0.248 -0.538
-0.122 -0.112 -0.249
0.113 0.079 -0.155
-0.140 0.142 -0.219
-0.253 -0.335 0.404
0.487 -0.083 0.262
-0.204 0.270 0.054
1.051 -1.402 -1.090
0.054 4.315 1.885
0.169 0.256 0.087
0.355 -0.322 -0.431
0.231 -0.264 0.034
-0.181 -0.026 -0.003
0.407 -0.017 0.275
-0.015 -0.033 -0.062
-0.201 0.069 -0.685
-0.222 0.437 0.282
0.216 0.209 0.944
0.021 -0.376 -0.025
0.294 -0.712 0.417
0.578 -0.218 -0.442
0.041 -0.006 -0.106
0.020 0.621 -0.458
-0.028 0.179 0.137
0.074 -0.029 0.077
-0.040 -3.823 1.567
0.228 1.211 1.206
-0.176 -0.138 -0.188
0.469 0.008 -0.049
-0.039 -0.028 0.410
-0.014 0.330 -0.383
0.538 0.175 -0.464
-0.008 0.236 -0.203
-0.277 0.030 -0.103
0.060 0.198 -0.178
-0.405 -0.004 -0.542
0.182 0.090 0.409
0.026 -0.032 -0.113
0.127 0.060 -0.013
0.434 -0.251 -0.904
-2.374 -3.828 -2.729
0.753 -0.445 0.140
-1.331 3.151 1.028
-0.663 0.688 -0.323
-0.301 -0.139 -0.010
-0.589 -0.257 0.182
-0.123 -0.255 -0.034
0.016 0.537 0.023
-0.063 0.134 0.489
0.209 0.180 -0.387
0.180 -0.620 -0.328
0.127 -1.070 -0.530
0.012 -0.892 -0.071
-0.128 0.148 -0.348
-0.002 -0.254 0.277
0.942 0.311 1.256
-0.111 0.176 0.297
-0.499 0.111 -0.556
0.331 0.007 0.205
-0.707 -0.536 0.070
0.651 -0.260 2.418
0.910 0.165 -0.898
0.065 0.041 0.085
-0.331 -0.430 -0.441
-0.024 0.208 -0.373
-0.268 -0.123 0.149
-0.025 -0.342 0.106
0.278 -0.389 -0.162